DFT (ωB97M-V with the def2-TZVPD basis set) results for a molecular structure, C38H53N9SSbSi2Ti in a non-equilibrium geometry.

The gap between HOMO and LUMO (alpha / beta) comes out at 6.1 / 7.7 eV. The electronic energy comes out at -109917.581 eV. Its LUMO energy (alpha / beta) is -2.1 / -2.7 eV. Its max |F| is 0.036 hartree/bohr. As for the spin multiplicity: 3. The energy above the lowest of the compared OMol25 structures with the same formula, charge and spin is 1.128 eV. The calculation puts the highest occupied orbital energy (alpha / beta) at -8.2 / -10.5 eV. Its net charge is +1.

```
105
Properties=species:S:1:pos:R:3:forces:R:3:mulliken_spin:R:1
S 1.7573 0.3789 -0.8333 -0.0877 0.0008 -0.5081 -0.01
H 0.3161 -3.0507 1.4521 -0.0320 0.0583 0.1334 -0.01
H 0.4656 -5.2194 0.3133 -0.0202 0.0826 -0.0573 0.00
H 0.4468 4.3541 0.4855 0.0417 -0.0804 -0.0943 0.00
C -0.9280 3.3568 2.8931 0.1018 0.0755 0.0487 0.13
H 2.9500 -1.9706 5.1969 0.0161 -0.0194 -0.0034 0.00
N -0.2909 -3.4279 -3.5934 0.0106 -0.0104 0.1152 0.00
H -2.4506 2.8969 -4.0245 0.0922 -0.0932 -0.1240 0.00
H 4.7891 -2.5785 -0.3056 -0.0437 -0.0155 0.0225 0.00
H -5.9899 0.0793 0.4636 0.0436 0.0058 -0.0301 0.00
Si -1.2470 0.7753 -3.3364 -0.1754 -0.0977 0.0797 0.01
H -3.6812 1.7751 2.4318 -0.0196 -0.0037 -0.0087 0.00
H -4.2289 -3.1314 0.3806 0.0311 0.0113 0.0050 0.00
H 1.0131 2.9122 -3.3386 -0.0386 0.1342 0.0755 0.00
N 4.3553 0.9859 -0.7931 0.0227 0.0160 -0.1454 0.00
H 0.9889 4.5082 -2.5854 -0.0827 -0.0736 -0.0261 0.00
C -2.7007 -2.8523 1.8770 0.1638 0.1411 -0.0417 0.01
H -5.8961 1.6047 -1.5300 0.0324 -0.0053 0.0256 0.00
C -3.8693 -0.1275 0.5126 0.0004 -0.0652 0.1611 0.04
H 0.1211 -0.3659 -5.0330 0.0263 0.1201 0.1295 0.00
C -2.5824 1.0420 -1.0418 -0.1496 0.0864 -0.1252 -0.02
Sb 0.4938 -0.7350 3.9637 -0.2561 0.1426 -0.0872 0.20
C -1.2316 -1.9024 3.3883 -0.0831 -0.1436 -0.1473 0.01
C -1.1789 1.2567 -1.4961 -0.1248 0.1135 -0.0549 0.04
H 3.8376 1.6819 -2.7119 0.0137 0.0032 0.0400 0.00
N -1.7350 -1.9506 2.1357 0.1777 -0.1688 0.1747 -0.01
N -2.6780 0.1760 -0.0143 -0.5453 0.0757 -0.3748 -0.05
H -0.3747 -4.3470 -3.9926 -0.0032 0.0015 -0.0136 0.00
Ti -0.6245 -0.0359 0.3563 0.4834 1.5736 0.7907 0.96
H 1.6949 3.5628 -0.4983 -0.0874 -0.0516 0.0666 -0.01
H -3.4094 3.5211 2.3633 0.0015 -0.0040 0.0028 0.00
H 6.2195 0.4032 0.0137 -0.0121 -0.0384 -0.0171 0.00
H 4.1749 -0.0501 -2.6204 0.0242 -0.0020 0.0348 0.00
N -1.0428 1.1413 2.0103 -0.0124 0.3537 0.2817 0.25
C 4.3382 -2.7577 3.7448 0.0020 0.0483 0.0603 0.01
C -3.2669 -3.6333 2.8828 -0.0804 -0.0574 -0.0225 0.00
C 4.4717 0.9291 -2.2409 -0.0035 -0.0027 0.1266 0.00
H -4.0555 -4.3313 2.6263 0.0382 0.0358 0.0160 0.00
C 0.2385 -4.3209 -0.2539 0.0261 -0.0839 0.0650 0.00
H -2.6706 -1.2246 -2.6074 -0.0088 0.0049 -0.1137 0.00
N 3.4823 0.7958 1.1987 0.2468 0.1256 0.0787 0.00
C 3.2312 0.7246 -0.1111 0.1853 0.0200 0.1962 0.00
C 2.2293 -1.7777 3.1768 0.0158 -0.0519 0.0355 0.02
C 0.1437 -3.1111 0.3981 0.0971 -0.2938 0.2533 0.08
C 3.1525 -2.1542 4.1488 -0.0183 0.0165 -0.0925 -0.04
H 2.7281 0.7761 1.8575 -0.1287 -0.0909 0.0262 0.00
H 3.0720 -2.1867 -0.5757 0.0160 -0.0221 0.0620 0.00
H 4.8343 2.2572 1.9162 -0.0350 0.0718 0.0024 0.00
C -0.1862 -3.3519 -2.2381 0.1081 0.0591 -0.1670 0.00
C 5.4944 1.2149 0.1016 -0.1360 -0.0535 -0.0704 0.00
C -2.5381 -0.6054 -3.5015 -0.0843 -0.2580 -0.0084 0.00
C 4.5506 -2.9603 2.3964 0.0217 -0.0022 -0.0711 0.00
H 5.9966 2.1486 -0.1450 0.0055 0.0331 -0.0235 0.00
N -0.1525 -1.9879 -0.2683 0.2760 -1.3700 -0.4650 -0.03
H 0.9895 3.9614 3.7273 -0.0244 -0.0045 -0.0258 0.00
H 0.9731 -0.4583 -3.4734 -0.0111 0.0408 -0.0893 0.00
H -1.1079 2.5320 -5.1069 -0.0931 -0.0171 0.0359 0.00
H -1.4276 4.2899 3.1149 0.0088 -0.0196 0.0178 0.01
C 3.7645 -2.7983 0.0040 -0.0387 0.0157 0.0747 0.00
H -1.7203 5.2263 -1.5351 -0.0088 -0.0885 0.1173 0.00
H -3.8616 -0.7662 1.3829 0.0290 -0.0143 0.0182 0.00
H -3.6892 2.2367 -2.4457 -0.0423 -0.0641 0.0627 0.00
H 0.7987 2.6363 0.6936 0.0366 0.0841 0.0253 -0.02
C -3.7608 1.5673 -1.5992 0.0749 0.1168 -0.0075 -0.01
C 0.4306 3.1681 3.2471 -0.1003 0.1668 0.0606 0.12
H -0.6668 -2.6527 -4.1078 -0.0253 0.0228 -0.0140 0.00
N 0.0544 -4.4664 -1.5630 0.0335 -0.0717 0.0558 0.02
C -4.9875 1.2135 -1.0873 -0.0510 0.0148 -0.0397 0.01
C 0.2471 0.8812 2.4471 -0.0758 -0.3966 0.3394 0.12
H -2.6078 1.6039 -5.2218 0.0926 0.0583 0.0823 0.00
C 4.8383 1.2526 1.4947 -0.1559 -0.0603 -0.1440 0.00
H 5.3330 0.5840 2.1945 0.0148 -0.0541 0.0593 0.00
H -3.2815 2.5549 0.8975 0.0126 -0.0174 0.0444 0.00
C 0.3541 3.6757 -2.9087 -0.0420 -0.0707 -0.3298 0.00
C -1.9122 2.0807 -4.5208 -0.0584 0.2546 -0.0769 0.00
H 3.5754 -3.8513 -0.2269 0.0055 0.0607 -0.0122 0.00
H 1.9796 1.7503 3.4464 0.0208 0.0204 -0.0254 0.02
H 0.9676 1.0413 -4.3922 -0.0139 -0.1266 0.0189 0.00
C -3.0829 2.5602 1.9702 0.0609 -0.0884 -0.0524 0.01
C -5.0482 0.3550 0.0077 -0.1652 0.0501 -0.0031 0.00
C 0.3549 0.1804 -4.1075 0.2429 -0.0409 -0.1047 0.00
H -3.5098 -0.1578 -3.7269 0.0517 -0.0764 0.0423 0.00
C -1.7588 -2.6541 4.4318 -0.0106 0.0232 -0.1305 -0.01
H -2.3075 -1.2674 -4.3456 -0.0300 0.0846 0.0548 0.00
H -2.9379 3.9533 -1.4374 0.1191 0.1378 0.0376 0.00
H -1.3430 -2.5620 5.4270 -0.0107 -0.0194 0.0098 -0.01
H 5.5100 1.1182 -2.5087 -0.0451 -0.0042 0.0155 0.00
H 5.4603 -3.4290 2.0391 -0.0361 0.0121 0.0226 0.00
C 0.7080 3.4298 -0.0419 0.1546 -0.0465 0.1640 0.06
H -2.7606 -4.0684 0.1278 -0.0123 0.0268 0.0196 0.00
C 0.9883 1.9490 3.0448 0.1407 -0.0439 -0.1533 0.01
C -2.8132 -3.5209 4.1780 0.0251 -0.0021 0.0909 0.01
C -0.2810 -2.1150 -1.5757 -0.0473 0.0313 -0.3838 0.03
H -3.2493 -4.1134 4.9737 0.0156 0.0257 -0.0385 0.00
H -2.7662 -2.3427 -0.2246 0.0452 0.0827 -0.0576 0.00
H 5.0825 -3.0551 4.4749 -0.0423 -0.0065 -0.0432 0.00
C -3.1408 -3.0960 0.4548 0.0379 -0.0918 0.1340 0.02
C -1.6300 2.3540 2.2843 0.0025 -0.1177 -0.0424 0.01
Si -0.5584 3.0676 -1.3789 0.1543 -0.0572 0.0525 0.00
N 2.4452 -1.9649 1.8712 -0.0178 -0.0740 0.0618 0.02
H -0.4575 -1.2169 -2.1387 -0.0543 0.0434 -0.0344 0.01
H -0.3005 4.0492 -3.7001 0.0962 -0.0571 0.0757 0.00
C 3.5768 -2.5558 1.4796 -0.0377 0.0238 -0.0507 0.01
H -2.0765 4.4580 0.0198 0.0049 -0.0253 -0.1367 0.00
C -1.9643 4.2708 -1.0547 -0.2829 0.1080 -0.0138 0.00
```
Positions in Å, forces in eV/Å.

DFT (ωB97M-V with the def2-TZVPD basis set) results for a molecular structure, C38H54AsNPV in a non-equilibrium geometry.

The gap between HOMO and LUMO (alpha / beta) comes out at 5.9 / 6.4 eV. The electronic energy comes out at -137560.271 eV. Its LUMO energy (alpha / beta) is -11.0 / -10.5 eV. Its max |F| is 0.086 hartree/bohr. As for the spin multiplicity: 2. The calculation puts the highest occupied orbital energy (alpha / beta) at -16.9 / -16.9 eV. Its net charge is +3.

```
96
Properties=species:S:1:pos:R:3:forces:R:3:mulliken_spin:R:1
C 10.9585 9.1932 7.3566 0.7287 -0.1711 1.0253 -0.02
H 7.5974 13.7773 12.4064 0.1441 -0.2697 0.2848 0.00
H 9.8815 16.3670 7.7653 -0.0238 0.1345 0.0933 0.00
H 12.0399 14.0888 5.8252 0.1055 -0.1748 -0.2689 0.00
H 8.7584 10.3703 6.4406 -0.0896 -0.0879 -0.1370 0.00
C 13.3152 15.2979 9.3115 0.7707 -0.9955 0.3841 -0.01
H 14.6386 8.7411 10.7421 0.2989 0.5766 -0.2855 0.00
P 11.9402 9.8241 9.8496 0.8767 -1.2050 -0.5076 0.01
C 12.2979 7.4414 8.3872 0.1492 -0.0958 -1.3196 -0.01
H 13.0822 15.4327 10.3739 0.1638 0.1508 -0.2543 0.00
H 12.5105 7.1281 14.8359 -0.1207 0.1553 -0.1538 0.00
H 12.5132 15.7927 6.1204 -0.2315 -0.5326 0.3469 0.00
H 13.4118 9.4164 14.4580 -0.0734 -0.1300 -0.1786 0.00
C 14.7964 9.5865 10.0555 -0.6173 -0.3812 -0.2137 0.00
C 8.7174 11.0011 9.6958 -0.9113 0.1286 0.8503 -0.12
H 6.1771 10.2073 8.6863 -0.1477 -0.2859 0.5587 0.00
C 11.0622 13.4641 12.6017 -0.5285 -0.5364 -0.2607 0.00
H 9.0581 9.1569 11.7651 -0.4436 -0.1712 -0.0935 0.00
H 11.2750 14.1523 13.4163 -0.0052 -0.0205 0.0284 0.00
C 12.7130 9.5146 12.4340 -0.1689 0.5950 -0.0109 0.00
H 12.3912 11.0911 7.1495 0.3268 0.5146 0.3619 0.01
H 9.9131 15.8640 12.5303 -0.1284 -0.1876 -0.5201 0.00
C 7.9567 12.2216 7.3366 1.0497 -0.0987 -0.4251 -0.07
H 6.2708 12.9656 6.3190 -0.0385 -0.1879 0.7180 0.00
C 9.4808 11.5252 10.8072 -0.8393 0.8144 -0.5659 0.01
C 13.8607 11.2458 8.5635 0.7085 -0.2731 0.2084 0.03
C 8.5586 12.1060 8.7281 -0.1827 0.1803 1.8633 -0.05
N 12.6391 11.7229 7.9382 -0.9169 -0.2429 -0.0362 -0.04
H 8.5280 13.3467 5.5641 0.1345 0.0093 -0.0345 0.00
H 8.4890 12.4617 13.1983 0.0221 -0.7741 0.1998 0.00
C 12.2117 6.7133 7.1703 -1.0932 0.9222 0.7161 0.00
H 10.3558 15.5493 10.8204 0.1828 0.0273 0.1856 0.00
H 7.0365 10.2438 7.0200 1.0267 0.5078 -0.3769 0.00
H 14.0928 14.5098 9.2207 -0.3773 0.3962 0.2201 0.00
H 11.2843 6.0349 13.0881 -0.4982 -0.2329 -0.2031 0.00
H 13.7366 16.2031 8.8596 -0.4208 -0.0837 0.0931 0.00
As 11.7337 14.6850 8.3725 0.3770 1.4405 -0.9542 -0.02
C 8.0050 9.2779 11.4453 0.9671 -0.6600 0.1392 0.00
C 9.6642 15.2865 11.6220 -0.6175 0.5231 -0.1230 0.00
C 9.0251 13.3053 9.4332 -0.3749 -0.4624 -0.0801 -0.04
H 5.9999 10.6472 10.4356 0.2443 -0.4002 -0.6570 0.00
H 12.6503 5.7420 7.0939 0.3248 -0.3782 -0.0134 0.00
C 11.6123 7.0364 12.8818 0.1661 -0.3244 -0.4305 0.00
C 12.3423 7.6477 13.8955 0.0572 -0.1775 -0.2766 -0.01
C 8.2971 8.4578 9.0795 0.8054 -0.0939 -0.4032 0.00
C 6.3951 9.8870 9.7177 -0.1480 1.0531 0.2883 -0.01
H 12.8111 12.6440 7.5807 0.1613 0.2505 -0.6853 0.00
H 10.4470 8.9121 5.2956 -0.3409 -0.0154 -0.0051 0.00
C 11.4549 7.2153 6.0980 1.0350 0.1375 1.1651 0.00
H 15.2739 12.5747 7.5235 -0.1225 -0.7531 0.6243 0.00
H 12.9035 7.0990 9.2151 -0.0305 -0.2501 -0.0303 0.00
H 5.8145 12.3643 7.9490 0.3756 0.1355 -0.0557 0.00
C 16.0557 10.0383 9.7061 0.1259 -0.0456 -0.0843 0.00
H 9.1144 14.1095 7.0438 -0.1261 0.0577 -0.1008 0.00
C 12.0595 8.8852 11.3872 -1.4972 -0.8815 0.3449 0.01
H 10.8745 7.1367 10.8390 0.0041 -0.2062 0.0645 0.00
H 9.2649 8.0289 9.3924 -0.3683 0.1244 -0.1864 0.00
V 10.6886 11.9470 9.1176 3.9255 -0.0494 -2.0065 1.47
H 8.3647 8.7085 8.0102 0.0355 -0.0352 0.4168 0.00
H 6.6937 13.9353 7.6908 -0.2178 -0.2712 0.3439 0.00
C 11.4335 7.6184 11.6283 0.8314 1.0700 0.1271 -0.01
H 9.8682 10.9670 11.6414 -0.2880 -0.0776 0.1232 -0.02
H 16.9338 9.5767 10.1128 0.2117 -0.2372 0.2295 0.00
H 5.8715 8.9419 9.9607 0.3378 0.4975 -0.3272 0.00
H 13.0145 10.5460 12.2416 0.4698 -0.2421 0.4458 -0.01
H 11.8373 13.5720 11.8387 0.3250 -0.0196 0.1274 0.01
C 6.5960 12.8857 7.3823 -0.4770 0.9843 -0.8913 -0.01
C 12.8778 8.8919 13.6671 0.3533 1.0386 0.2821 0.00
H 11.4952 17.1022 7.7244 -0.1188 -0.2803 0.1493 0.00
C 9.5414 12.9592 10.7136 -2.1275 -0.7609 0.3197 -0.16
H 8.6530 15.5903 11.2832 0.4613 -0.0426 0.2197 0.00
C 12.5515 14.7556 6.5035 -0.0404 0.3325 1.0809 -0.01
C 10.8920 8.4830 6.1811 -0.1947 0.0938 -0.4580 0.01
H 9.0512 14.3152 9.0060 -0.3723 -0.5949 0.4304 0.01
H 7.5434 7.6688 9.1438 0.0581 0.1829 0.2764 0.00
C 8.5377 13.4862 12.9040 -0.5453 0.7835 -1.0469 -0.02
H 13.6153 14.5293 6.6562 -0.2819 -0.2368 -0.3158 0.00
C 13.6896 10.1842 9.4424 -0.0211 0.9368 1.0259 -0.05
H 10.6730 16.9129 9.2864 0.0025 -0.3064 -0.1833 0.00
C 8.9463 13.1533 6.5521 -0.5490 -0.5501 -0.0089 0.03
C 16.2348 11.0915 8.8208 -0.5513 0.3771 -0.2007 0.00
C 11.6860 8.6852 8.4595 -1.1172 0.3490 -0.3815 -0.01
H 7.3718 11.1495 5.5568 0.7714 -0.2259 0.8279 0.00
H 7.5240 8.2864 11.6188 0.2060 0.8113 -0.2697 0.00
H 10.4469 10.1668 7.4761 0.0346 -0.2679 -0.2369 0.03
C 15.1342 11.7413 8.2498 -0.3353 -0.0177 -0.4607 0.00
C 7.9186 9.6652 9.9466 -0.6689 -0.5159 -0.0493 0.04
C 7.8211 10.9056 6.5606 -1.5888 -0.1345 -0.3110 0.01
C 9.6943 13.8050 11.9372 1.5906 0.2667 0.8040 -0.01
C 10.8254 16.4542 8.3046 -0.1679 -0.3271 -0.1191 0.00
H 11.3885 6.6498 5.1957 -0.0726 -0.2407 -0.4680 0.00
H 7.5512 10.0111 12.1208 -0.0809 -0.0492 -0.2550 0.00
H 17.2373 11.3953 8.5615 0.0446 0.1362 0.0079 0.00
H 11.0736 12.4304 13.0021 0.0771 0.5019 -0.1865 0.00
H 9.9183 12.6598 6.4143 0.0361 -0.0455 -0.0866 0.00
H 8.6183 14.1060 13.7882 0.1944 0.1186 0.1928 0.00
```
Positions in Å, forces in eV/Å.